1.
Density functional theory data (ωB97M-V/def2-TZVPD) for 13 unconnected molecules or ions with the total composition H26O13 at a distorted geometry.

Element x y z (Å)
O 21.993 -28.588 -14.568
H 21.278 -29.096 -14.185
H 22.304 -29.124 -15.297
O 19.074 -23.141 -15.234
H 19.863 -22.602 -15.281
H 19.003 -23.540 -16.101
O 21.863 -25.831 -13.782
H 21.047 -25.519 -13.392
H 21.745 -26.778 -13.860
O 16.571 -26.209 -17.969
H 15.841 -26.329 -17.362
H 16.376 -26.798 -18.698
O 21.426 -28.197 -17.685
H 21.196 -27.943 -16.791
H 21.888 -27.437 -18.040
O 18.908 -27.147 -15.422
H 19.170 -26.996 -14.514
H 18.482 -26.331 -15.688
O 18.542 -24.382 -17.534
H 17.805 -24.989 -17.606
H 18.135 -23.523 -17.420
O 19.305 -27.155 -12.627
H 18.414 -26.963 -12.336
H 19.861 -26.873 -11.901
O 16.819 -24.665 -14.090
H 17.491 -24.099 -14.469
H 16.194 -24.060 -13.691
O 15.694 -27.206 -13.808
H 15.904 -27.423 -12.899
H 16.115 -26.359 -13.955
O 17.856 -29.454 -16.601
H 18.136 -28.726 -16.047
H 17.923 -29.116 -17.494
O 21.338 -24.985 -16.384
H 21.398 -25.564 -15.624
H 20.470 -25.156 -16.749
O 19.523 -29.947 -13.175
H 19.309 -29.016 -13.230
H 18.732 -30.355 -12.823

Cartesian forces (eV/Å) of the 2 atoms listed first:
0.155 0.293 0.029
-0.450 -0.427 0.295

Computed properties:
2S+1 ... 2
Energy relative to the best compared isomer or geometry (same formula, charge and spin) ... 6.47 kcal per mole
Total charge ... -1
Orbital gap (alpha / beta) ... 2.5 / 10.1 eV



2.
Density functional theory data (ωB97M-V/def2-TZVPD) for 2 unconnected molecules or ions with the total composition C11H17BN2 at a distorted geometry.

Element x y z (Å)
B 0.871 3.135 -0.435
C 3.006 -1.538 -1.032
C 2.015 -1.271 -2.030
C 2.728 -1.324 0.330
C 0.798 -0.847 -1.663
C 1.472 -0.831 0.681
C 0.533 -0.616 -0.295
C -0.799 -0.174 0.122
C -2.109 -0.612 -0.434
C -3.188 0.480 -0.416
C 0.956 2.747 2.146
C -1.154 -2.551 0.890
N 0.909 3.142 0.826
N -1.579 -1.155 0.825
H 0.812 3.507 -1.473
H 3.891 -2.002 -1.442
H 2.441 -1.376 -2.998
H 3.425 -1.399 1.168
H -0.011 -0.531 -2.317
H 1.219 -0.584 1.705
H -1.019 0.807 0.624
H -2.256 -1.158 -1.338
H -4.230 0.105 -0.441
H -2.976 1.025 -1.389
H -3.288 1.251 0.313
H 1.570 3.358 2.790
H -0.140 3.052 2.579
H 1.044 1.586 2.358
H -0.360 -2.726 0.134
H -0.751 -2.666 1.913
H -1.905 -3.214 0.750

Cartesian forces (eV/Å) of the 2 atoms listed first:
0.142 0.399 3.811
-1.270 -0.126 0.129

Computed properties:
SMILES ... C[C@H]1[C@H](c2ccccc2)N1C.[H]/B=N/C
Energy relative to the best compared isomer or geometry (same formula, charge and spin) ... 77.66 kcal per mole
Orbital gap ... 9.2 eV



3.
Density functional theory data (ωB97M-V/def2-TZVPD) for C4H9NS in the gas phase at a distorted geometry.

Element x y z (Å)
C 1.969 0.072 0.060
C 0.634 -0.423 0.531
C -1.492 0.031 -0.291
C -0.440 0.772 0.561
H 2.569 -0.806 0.113
H 2.305 0.887 0.685
H 1.876 0.375 -0.996
H 0.838 -0.794 1.496
H -1.834 0.604 -1.198
H -2.338 -0.413 0.316
H -0.895 0.734 1.610
H 0.232 2.583 1.096
H 0.351 2.304 -0.541
N -0.257 2.190 0.285
S -0.333 -1.470 -0.609

Cartesian forces (eV/Å) of the 2 atoms listed first:
-0.802 -0.402 -1.430
-0.269 2.924 -0.874

Computed properties:
SMILES ... C[C@@H]1SC[C@@H]1N
Energy relative to the best compared isomer or geometry (same formula, charge and spin) ... 31.19 kcal per mole
Orbital gap ... 9.5 eV



4.
Density functional theory data (ωB97M-V/def2-TZVPD) for a molecular structure, C24H33ClI2OP3Tb at a distorted geometry.

Element x y z (Å)
I 2.783 -0.805 -0.669
I 1.476 1.741 0.785
Tb -2.247 -0.545 -1.396
P 1.374 1.502 -1.669
C 3.239 1.635 -1.509
C 1.404 1.097 -3.469
H 1.902 1.881 -4.041
H 1.776 3.724 -2.680
H 0.376 1.023 -3.811
H 0.131 3.510 -2.047
H 3.727 0.647 -1.666
H 1.930 0.163 -3.621
C 1.182 3.315 -1.862
H 3.625 2.270 -2.261
H 1.473 3.785 -0.928
H 3.538 1.954 -0.529
P -1.919 -1.472 1.510
C -1.259 -2.509 2.918
C -3.254 -0.602 2.435
H -3.386 -2.321 -0.264
H -3.718 -3.116 1.297
H -2.294 -3.595 0.387
C -2.924 -2.745 0.653
H -3.738 0.080 1.732
H -3.981 -1.291 2.864
H -2.069 -3.069 3.394
H -0.751 -1.884 3.655
H -2.754 -0.015 3.212
H -0.551 -3.256 2.568
Cl -3.526 0.851 -2.876
O 1.435 -0.562 1.902
P 2.895 -0.635 2.384
C 4.069 0.693 2.343
C 5.396 0.369 2.168
C 6.318 1.400 1.973
C 5.861 2.712 2.006
C 4.535 3.055 2.291
C 3.645 1.989 2.567
C 2.393 -0.655 4.134
C 3.132 -1.561 4.916
C 2.680 -1.822 6.177
C 1.525 -1.173 6.664
C 0.705 -0.313 5.873
C 1.131 -0.132 4.538
C 3.443 -2.080 1.711
C 3.249 -3.254 2.421
C 4.004 -4.362 2.065
C 4.958 -4.319 1.046
C 5.176 -3.143 0.400
C 4.538 -1.939 0.815
H 5.718 -0.643 1.956
H 7.362 1.156 1.731
H 6.598 3.532 1.884
H 4.164 4.105 2.155
H 2.548 2.245 2.669
H 3.898 -2.146 4.402
H 3.213 -2.541 6.790
H 1.193 -1.316 7.677
H -0.260 0.125 6.207
H 0.370 0.260 3.810
H 2.395 -3.393 3.052
H 3.731 -5.320 2.446
H 5.407 -5.247 0.660
H 5.707 -3.090 -0.519
H 4.988 -0.962 0.362

Cartesian forces (eV/Å) of the 2 atoms listed first:
-1.813 -3.125 -1.279
-3.320 1.049 0.791

Computed properties:
2S+1 ... 7
Energy relative to the best compared isomer or geometry (same formula, charge and spin) ... 209.06 kcal per mole
Total charge ... +2
Orbital gap (alpha / beta) ... 5.3 / 5.5 eV



What is the formula in the third record?
C4H9NS



Among the records above, which one has the highest energy relative to the best compared isomer or geometry (same formula, charge and spin)?
C24H33ClI2OP3Tb